1.
7
Properties=species:S:1:pos:R:3 method="wB97M-V/def2-TZVPD" e_tot_ha=-1309.010806 de_lowest_kcal_mol=23.9 smiles="O=[S@@]1(=S)CS1" gap_ha=0.3213 charge=0
O -1.4979 -0.8544 0.8638
S -0.7721 0.2685 0.3767
S -0.7864 1.9491 1.3466
C 0.7975 -0.4143 -0.3597
S -0.3338 0.3633 -1.6001
H 0.7732 -1.4124 -0.3436
H 1.8194 0.1002 -0.2839

***

2.
35
Properties=species:S:1:pos:R:3 method="wB97M-V/def2-TZVPD" e_tot_ha=-1524.224671 de_lowest_kcal_mol=0.0 smiles="C[C@@H]1Cc2ccccc2N1C(=O)CSC1=NCCS1" gap_ha=0.3257 charge=0
C -1.3238 -2.8728 -0.4893
C -0.5108 -1.7450 0.1381
C -1.2258 -1.1076 1.3375
C -1.9010 0.0778 0.7158
C -2.9117 0.8674 1.2135
C -3.3983 1.9048 0.4283
C -2.8796 2.1234 -0.8347
C -1.8566 1.3342 -1.3424
C -1.3523 0.3208 -0.5476
N -0.3681 -0.6369 -0.8182
C 0.6773 -0.6637 -1.6767
O 1.3523 -1.6661 -1.8154
C 1.0617 0.6143 -2.4040
S 1.2114 2.0203 -1.2421
C 2.2383 1.2728 -0.0484
N 2.0357 1.4025 1.1843
C 3.0278 0.8048 2.0213
C 3.9858 -0.0776 1.1855
S 3.6684 0.3391 -0.5558
H -0.8185 -3.2362 -1.3804
H -1.4261 -3.6957 0.2133
H -2.3139 -2.5130 -0.7627
H 0.4895 -2.1139 0.3813
H -1.9301 -1.7958 1.8030
H -0.5138 -0.7757 2.0976
H -3.3225 0.6773 2.1937
H -4.1921 2.5339 0.8010
H -3.2764 2.9194 -1.4463
H -1.4913 1.5225 -2.3375
H 2.0251 0.4468 -2.8877
H 0.3301 0.9110 -3.1520
H 2.5211 0.2169 2.7908
H 3.5736 1.6123 2.5206
H 5.0326 0.1191 1.4042
H 3.7823 -1.1411 1.3114